Entry 1:
A 8-piece molecular cluster, C29H52O24 overall, computed with ωB97M-V/def2-TZVPD.

Output
Gap between HOMO and LUMO, Ha: 0.383
E_LUMO, eV: 0.0965
Structure (SMILES): CCOC(=O)OC.CCOC(=O)OC.CCOC(=O)OC.CCOC(=O)OC.CCOC(=O)OC.O=C1OCCO1.O=C1OCCO1.O=C1OCCO1
E_tot, eV: -80053.050

Atoms and positions in Å:
C 1.708 3.369 -5.541
C 1.147 3.445 -6.952
O -0.203 3.048 -6.818
C -1.103 3.344 -7.729
O -0.807 3.904 -8.801
O -2.352 3.137 -7.225
C -3.489 3.522 -7.994
H 2.789 3.497 -5.474
H 1.457 2.424 -5.058
H 1.216 4.161 -4.976
H 1.664 2.781 -7.644
H 1.283 4.475 -7.282
H -3.232 4.090 -8.888
H -4.200 4.014 -7.331
H -3.976 2.685 -8.494
C -4.955 5.353 3.414
C -4.231 6.681 3.446
O -3.535 6.756 4.758
C -3.115 7.959 5.234
O -3.495 9.058 4.812
O -2.360 7.741 6.384
C -1.820 8.930 7.082
H -5.603 5.394 4.289
H -4.350 4.447 3.453
H -5.548 5.327 2.500
H -4.930 7.500 3.278
H -3.383 6.770 2.767
H -2.610 9.607 7.405
H -1.218 9.523 6.393
H -1.263 8.578 7.951
C 7.048 -2.133 0.074
C 7.323 -1.878 -1.418
O 7.755 -2.928 -2.220
C 7.522 -2.940 -3.587
O 7.045 -2.099 -4.304
O 7.724 -4.224 -3.955
C 7.327 -4.644 -5.276
H 6.692 -1.178 0.460
H 7.951 -2.395 0.626
H 6.286 -2.897 0.224
H 8.070 -1.091 -1.522
H 6.456 -1.446 -1.917
H 7.548 -5.703 -5.412
H 7.876 -4.097 -6.042
H 6.251 -4.549 -5.422
C -1.067 1.307 -0.394
C -0.661 -0.142 -0.616
O -0.028 -0.631 0.540
C 1.247 -0.236 0.786
O 1.955 0.520 0.139
O 1.664 -0.652 1.939
C 0.990 -1.506 2.838
H -2.027 1.238 0.119
H -1.181 1.929 -1.281
H -0.478 1.877 0.324
H 0.016 -0.266 -1.461
H -1.592 -0.664 -0.837
H 0.155 -0.994 3.316
H 1.680 -1.853 3.608
H 0.643 -2.383 2.291
C 2.711 -6.749 6.484
C 1.523 -6.550 7.410
O 0.388 -5.993 6.729
C -0.400 -6.833 5.993
O -0.153 -8.013 5.692
O -1.372 -6.159 5.599
C -2.197 -6.659 4.512
H 2.927 -5.764 6.071
H 2.470 -7.493 5.726
H 3.566 -7.117 7.052
H 1.750 -5.859 8.223
H 1.266 -7.393 8.052
H -2.461 -7.717 4.501
H -1.732 -6.409 3.559
H -3.153 -6.158 4.663
O -6.754 -2.215 0.782
C -7.534 -3.154 1.011
O -8.523 -3.109 1.806
C -9.300 -4.308 1.754
C -8.572 -5.231 0.767
O -7.542 -4.392 0.465
H -9.366 -4.669 2.780
H -10.321 -4.196 1.388
H -9.237 -5.460 -0.066
H -8.127 -6.133 1.187
O -0.079 -2.149 -8.661
C 0.229 -2.644 -7.606
O 1.446 -2.796 -7.145
C 1.522 -2.998 -5.770
C 0.088 -3.486 -5.614
O -0.611 -2.974 -6.682
H 2.192 -3.817 -5.507
H 1.755 -2.128 -5.156
H -0.419 -3.138 -4.715
H 0.065 -4.570 -5.730
O 2.425 7.026 -0.300
C 2.429 6.571 0.806
O 3.459 6.575 1.600
C 3.185 5.754 2.713
C 1.645 5.653 2.782
O 1.368 5.959 1.440
H 3.680 4.783 2.695
H 3.608 6.205 3.611
H 1.235 6.376 3.488
H 1.244 4.670 3.032


Entry 2:
C29H53BCrO2P2 as an isolated structure, computed with ωB97M-V/def2-TZVPD.

Output
2S+1: 4
Gap between HOMO and LUMO (alpha / beta), Ha: 0.228 / 0.196
E_LUMO (alpha / beta), eV: -2.9296 / -3.5969
Charge: +1
E_tot, eV: -82692.798

Atoms and positions in Å:
Cr -0.225 0.927 -1.438
C -0.408 2.694 0.997
C 0.646 2.926 0.064
C -1.367 2.695 -1.127
C -1.616 2.495 0.286
C 0.074 3.025 -1.262
C -0.305 2.855 2.479
H 0.720 2.715 2.842
H -0.954 2.155 3.026
H -0.599 3.866 2.801
C -2.956 2.505 0.909
H -2.999 3.147 1.799
H -3.255 1.505 1.236
H -3.723 2.882 0.227
C -2.379 3.012 -2.168
H -3.035 3.828 -1.842
H -2.993 2.140 -2.405
H -1.898 3.327 -3.096
C 0.659 3.773 -2.418
H 0.612 4.860 -2.254
H 0.114 3.570 -3.343
H 1.707 3.526 -2.604
C 2.001 3.421 0.412
H 2.009 4.515 0.562
H 2.723 3.196 -0.383
H 2.363 2.967 1.342
C 0.971 -2.339 3.332
C 1.885 -2.130 4.301
C 3.219 -1.417 4.161
C 3.967 -1.776 2.832
C 3.466 -0.936 1.602
C 2.568 0.141 1.953
C 1.136 -0.050 2.121
C 0.680 -1.520 2.108
H 3.869 -1.684 5.020
H 3.970 -2.869 2.640
H 3.098 -0.317 4.188
H 1.146 -2.007 1.231
H 0.278 -3.193 3.407
H 1.682 -2.551 5.307
H -0.403 -1.526 1.917
H 0.681 0.478 2.970
H 2.802 1.121 1.541
H 0.692 0.454 1.244
H 5.024 -1.478 2.977
H 4.368 -0.512 1.117
P 2.936 -1.989 -0.103
C 2.687 -3.764 0.309
C 4.549 -2.142 -0.994
P 1.510 -0.006 -1.934
C 1.842 -1.769 -1.542
C 3.040 0.962 -1.939
C 0.901 0.029 -3.642
H 1.963 -4.166 -0.408
H 2.342 -3.957 1.330
H 3.629 -4.297 0.146
H 4.626 -3.172 -1.374
H 5.401 -1.955 -0.324
H 4.559 -1.439 -1.842
H 0.811 -0.985 -4.025
H 1.591 0.583 -4.277
H -0.084 0.538 -3.625
H 0.922 -2.343 -1.297
H 2.320 -2.289 -2.405
H 2.886 1.980 -2.319
H 3.825 0.533 -2.568
H 3.402 1.047 -0.908
C -4.393 -1.127 1.046
C -3.534 -1.384 -0.170
C -3.182 -2.867 -0.246
O -2.321 -0.658 0.044
B -1.949 -0.161 -1.200
O -2.880 -0.388 -2.211
C -4.069 -0.818 -1.541
C -4.752 -1.810 -2.466
C -4.988 0.394 -1.364
H -4.576 -0.056 1.209
H -3.875 -1.524 1.929
H -5.350 -1.651 0.938
H -2.682 -3.162 0.684
H -4.096 -3.465 -0.330
H -2.523 -3.100 -1.093
H -5.678 -2.179 -2.004
H -5.022 -1.306 -3.404
H -4.099 -2.659 -2.704
H -4.538 1.176 -0.728
H -5.219 0.838 -2.346
H -5.945 0.090 -0.915


Entry 3:
C29H53Br12ClN4O2S2 as an isolated structure, computed with ωB97M-V/def2-TZVPD.

Output
Gap between HOMO and LUMO, Ha: 0.287
E_LUMO, eV: -0.1786
E_tot, eV: -915686.363

Atoms and positions in Å:
C 2.919 3.664 0.890
C 4.343 3.233 1.328
N 4.924 2.112 0.577
C 4.837 2.293 -0.883
C 5.753 3.469 -1.307
C 4.491 0.859 1.018
S 4.855 0.344 2.529
S 3.560 -0.293 -0.044
C 1.776 0.068 0.130
C 1.026 -1.175 0.667
C -0.506 -1.020 0.631
C -1.176 -1.158 -0.749
Cl -0.426 -2.398 -1.806
C -1.182 0.166 -1.456
N -1.141 1.202 -1.961
C -2.691 -1.537 -0.606
C -2.924 -3.003 -0.444
N -3.182 -4.128 -0.373
O -3.288 -0.819 0.451
C -4.326 0.017 -0.080
C -5.029 0.853 1.034
N -4.982 2.252 0.633
C -6.212 3.007 0.870
C -6.246 4.227 -0.120
C -5.504 3.896 -1.445
O -5.478 5.271 0.503
H 2.260 2.839 0.604
H 2.977 4.412 0.086
H 2.455 4.200 1.732
H 4.301 3.037 2.404
H 5.022 4.090 1.217
H 5.281 1.392 -1.329
H 3.815 2.355 -1.283
H 6.218 3.289 -2.283
H 5.230 4.430 -1.254
H 6.577 3.494 -0.577
H 1.404 0.255 -0.892
H 1.552 0.977 0.698
H 1.412 -2.077 0.180
H 1.308 -1.261 1.729
H -0.918 -1.749 1.346
H -0.786 -0.034 1.028
H -3.167 -1.230 -1.550
H -5.104 -0.538 -0.631
H -3.883 0.734 -0.787
H -6.045 0.479 1.195
H -4.470 0.648 1.966
H -4.171 2.718 1.017
H -7.117 2.397 0.759
H -6.231 3.447 1.885
H -7.263 4.555 -0.351
H -5.664 4.752 -2.118
H -5.937 2.984 -1.874
H -4.425 3.815 -1.289
H -4.567 4.971 0.564
Br 5.070 -4.510 -4.341
C 4.143 -4.253 -2.609
C 2.776 -3.627 -2.787
Br 2.915 -1.727 -3.184
H 4.806 -3.635 -2.004
H 4.068 -5.225 -2.164
H 2.213 -3.686 -1.856
H 2.192 -4.069 -3.584
Br -1.868 -6.051 2.895
C -3.418 -6.628 1.867
C -4.586 -6.944 2.761
Br -4.365 -8.664 3.650
H -3.100 -7.473 1.265
H -3.651 -5.791 1.215
H -5.497 -7.043 2.174
H -4.737 -6.204 3.541
Br 3.278 -6.305 -3.938
C 3.616 -8.200 -3.567
C 2.493 -9.086 -4.046
Br 0.959 -8.995 -2.852
H 3.794 -8.283 -2.498
H 4.535 -8.428 -4.105
H 2.798 -10.132 -4.038
H 2.139 -8.822 -5.037
Br -3.874 5.108 -5.096
C -2.678 3.814 -5.925
C -1.516 3.479 -5.026
Br -0.190 4.904 -5.015
H -2.374 4.233 -6.879
H -3.291 2.932 -6.099
H -0.989 2.602 -5.396
H -1.809 3.313 -3.994
Br 7.460 4.434 3.431
C 6.622 4.723 5.162
C 5.252 5.328 5.016
Br 5.349 7.226 4.593
H 7.302 5.338 5.744
H 6.555 3.734 5.613
H 4.709 5.274 5.958
H 4.662 4.860 4.234
Br -0.045 -0.824 4.627
C -1.763 -0.007 5.041
C -2.515 0.344 3.787
Br -1.789 1.947 2.951
H -1.563 0.852 5.674
H -2.306 -0.758 5.613
H -3.552 0.586 4.016
H -2.487 -0.443 3.038


Entry 4:
C29H53Br14F3N2O3PS2 as an isolated structure, computed with ωB97M-V/def2-TZVPD.

Output
Gap between HOMO and LUMO, Ha: 0.214
E_LUMO, eV: 1.3290
Charge: -1
E_tot, eV: -1059757.942

Atoms and positions in Å:
C 1.218 0.190 -1.535
C 2.127 -0.847 -0.847
O 1.840 -1.058 0.502
P 2.755 -0.059 1.632
C 1.145 0.933 1.942
C -0.036 0.119 2.567
C -1.081 -0.393 1.565
S -2.032 0.967 0.783
C -2.840 0.108 -0.575
S -3.921 -1.073 -0.389
N -2.468 0.479 -1.911
C -1.946 -0.406 -2.817
C -1.683 0.385 -3.917
N -2.074 1.661 -3.691
C -2.579 1.713 -2.447
C 4.268 -1.259 1.383
C 3.749 -2.711 1.407
C 3.936 -3.471 0.068
O 4.745 -3.708 1.353
C 3.790 0.951 2.906
C 4.931 1.699 2.217
O 6.104 1.560 3.059
C 4.694 3.225 2.025
F 5.542 3.995 2.742
F 3.441 3.644 2.225
F 4.982 3.543 0.717
H 1.519 1.179 -1.151
H 0.174 0.070 -1.236
H 1.361 0.242 -2.620
H 1.952 -1.811 -1.365
H 3.170 -0.573 -1.074
H 3.216 0.850 0.593
H 2.365 -0.932 2.735
H 1.263 1.837 2.557
H 0.769 1.284 0.967
H -0.581 0.826 3.222
H 0.273 -0.717 3.223
H -0.678 -1.032 0.774
H -1.797 -1.007 2.132
H -1.787 -1.457 -2.633
H -1.218 -0.006 -4.814
H -2.952 2.600 -1.968
H 4.773 -1.144 0.414
H 5.014 -1.200 2.186
H 2.834 -2.917 1.964
H 4.828 -3.136 -0.458
H 3.558 -4.485 -0.024
H 3.221 1.668 3.509
H 4.272 0.285 3.633
H 5.225 1.289 1.244
H 6.870 1.904 2.586
Br 1.137 -2.083 4.755
C -0.611 -2.690 5.358
C -0.503 -3.682 6.486
Br 0.022 -5.444 5.843
H -1.122 -3.091 4.487
H -1.124 -1.789 5.694
H -1.472 -3.831 6.961
H 0.225 -3.392 7.237
Br -0.461 4.175 1.908
C -1.784 5.535 1.480
C -3.188 5.017 1.657
Br -3.710 3.857 0.184
H -1.580 5.865 0.466
H -1.591 6.352 2.173
H -3.903 5.837 1.641
H -3.318 4.444 2.570
Br 6.920 3.933 8.344
C 7.184 2.281 7.341
C 6.370 2.259 6.075
Br 4.499 1.884 6.435
H 6.943 1.464 8.014
H 8.248 2.258 7.110
H 6.697 1.454 5.422
H 6.403 3.196 5.529
Br -5.189 -2.656 -3.232
C -6.221 -4.289 -3.002
C -7.349 -4.090 -2.025
Br -6.707 -4.076 -0.188
H -5.525 -5.063 -2.696
H -6.611 -4.525 -3.991
H -8.051 -4.921 -2.076
H -7.883 -3.157 -2.179
Br 4.127 -5.813 -2.752
C 3.908 -7.439 -1.709
C 4.951 -7.541 -0.627
Br 6.676 -8.084 -1.350
H 3.935 -8.270 -2.406
H 2.914 -7.365 -1.272
H 4.685 -8.317 0.088
H 5.110 -6.604 -0.099
Br -6.578 3.670 -5.259
C -6.961 1.768 -5.064
C -6.380 1.215 -3.790
Br -4.445 0.946 -3.934
H -6.577 1.278 -5.954
H -8.047 1.699 -5.055
H -6.798 0.229 -3.582
H -6.543 1.862 -2.932
Br -4.692 6.731 -7.982
C -5.653 5.907 -9.461
C -6.324 4.628 -9.037
Br -5.049 3.169 -8.883
H -4.936 5.765 -10.263
H -6.394 6.644 -9.764
H -7.037 4.304 -9.793
H -6.826 4.707 -8.077


Question: Which of these has the highest E_tot?
Answer: C29H52O24